# C6H16NO

2 unconnected molecules or ions with the total composition C6H16NO in a non-equilibrium geometry (ωB97M-V/def2-TZVPD, the OMol25 dataset).

Geometry (Å):
C  -1.281  1.182  0.560
C  -0.126  1.594  -0.461
C  1.078  0.653  -0.544
C  0.878  -0.592  -0.956
C  -0.446  -1.019  -1.365
C  2.365  1.117  -0.077
N  -0.605  0.427  1.636
H  -2.006  0.508  0.089
H  -1.832  2.087  0.988
H  -0.527  1.684  -1.529
H  0.162  2.665  -0.176
H  1.713  -1.327  -1.222
H  -1.118  -0.081  -1.824
H  -0.451  -1.673  -2.407
H  -1.090  -1.347  -0.459
H  2.467  1.413  0.908
H  2.722  2.031  -0.485
H  3.143  0.326  -0.187
H  -1.472  -0.361  1.963
H  0.314  -0.138  1.232
H  -0.492  0.983  2.504
H  -1.860  -3.628  0.539
H  -0.388  -3.325  0.404
O  -1.148  -3.179  0.871

Its LUMO energy is -0.1306 Ha. As for the charge: +1. Its HOMO-LUMO gap is 9.6960 eV. The energy relative to the best compared isomer or geometry (same formula, charge and spin) is 3.6084 eV.